No. 1
{"formula": "C22H26N5O2PReS4", "method": "ωB97M-V/def2-TZVPD", "multiplicity": 3, "charge": 1, "lumo_ha": [-0.140, -0.158], "orbital_gap_ev": [6.1, 5.6], "elements": ["Re", "C", "S", "C", "S", "N", "N", "C", "C", "C", "C", "C", "C", "N", "H", "H", "H", "H", "H", "H", "H", "H", "C", "C", "O", "P", "S", "S", "O", "C", "C", "H", "H", "H", "H", "H", "H", "H", "H", "H", "H", "C", "C", "C", "C", "N", "C", "C", "C", "C", "C", "C", "N", "H", "H", "H", "H", "H", "H", "H", "H"], "coordinates": [[-0.020900, 0.229300, 0.615300], [-2.545400, -4.221600, -1.767400], [-0.789600, -3.895100, -1.451500], [-0.844900, -2.494500, -0.464800], [0.676500, -2.041600, 0.280200], [-1.943900, -1.864900, -0.194500], [-1.780500, -0.796400, 0.590700], [-2.670800, -0.545000, 1.528100], [-2.167400, 0.205700, 2.623500], [-2.897300, 0.510800, 3.783300], [-2.250700, 1.042200, 4.873200], [-0.874300, 1.274500, 4.791000], [-0.214500, 0.986100, 3.618500], [-0.825600, 0.477800, 2.541800], [-2.564600, -5.006200, -2.517100], [-3.029400, -3.321200, -2.129800], [-3.013400, -4.564300, -0.849300], [-3.622800, -1.053300, 1.553900], [-3.953100, 0.298000, 3.801900], [-2.786500, 1.272500, 5.779900], [-0.325800, 1.676400, 5.627100], [0.855700, 1.141300, 3.537200], [0.677600, -0.337600, -5.897400], [1.486200, -0.827100, -4.710500], [1.962200, 0.299300, -3.959600], [1.941900, 0.339400, -2.368600], [3.122600, -1.031000, -1.555000], [-0.045300, 0.375600, -1.874300], [2.575200, 1.766300, -2.040500], [2.123100, 3.012400, -2.580700], [2.526900, 3.199600, -4.031300], [0.345900, -1.201100, -6.466500], [1.290300, 0.290600, -6.537600], [-0.190200, 0.231700, -5.571500], [2.364500, -1.382500, -5.051000], [0.875000, -1.475200, -4.074300], [2.601900, 3.764000, -1.949200], [1.037000, 3.081400, -2.464400], [3.524300, 2.796400, -4.182600], [2.538700, 4.258800, -4.268500], [1.837300, 2.689000, -4.696700], [-1.521400, 4.241300, -0.373700], [-0.420000, 5.060900, -0.154000], [0.740400, 4.501600, 0.344500], [0.782300, 3.130200, 0.593500], [-0.308100, 2.356100, 0.418900], [-1.426400, 2.902700, -0.048600], [1.984700, 2.409100, 0.994400], [3.186100, 3.020900, 1.342600], [4.272600, 2.235400, 1.680100], [4.122300, 0.855800, 1.689400], [2.899000, 0.317100, 1.344400], [1.848700, 1.062100, 0.990700], [-2.438300, 4.628400, -0.784300], [-0.469600, 6.117500, -0.360800], [1.601700, 5.122800, 0.526700], [-2.264200, 2.229500, -0.173300], [3.270800, 4.096400, 1.350800], [5.212900, 2.690400, 1.942500], [4.939300, 0.206600, 1.955000], [2.745500, -0.752100, 1.348500]], "atomic_forces_ev_per_a": [[-0.04, -1.19, -0.92], [0.31, 0.20, 0.23], [-0.06, -0.26, -0.32], [0.38, 0.25, 0.88], [-0.53, 0.05, 0.22], [-1.14, -0.57, -0.96], [0.10, 0.86, 0.66], [-0.03, -0.24, -0.26], [0.15, 0.12, 0.07], [0.20, 0.01, -0.07], [0.07, -0.01, -0.27], [0.05, -0.06, -0.23], [0.36, 0.32, 0.62], [-0.39, -0.10, -0.21], [-0.03, -0.03, -0.06], [-0.05, -0.01, -0.07], [-0.09, 0.00, -0.02], [0.02, -0.16, -0.03], [-0.14, -0.04, 0.01], [-0.09, 0.01, 0.07], [0.07, 0.00, 0.06], [-0.07, 0.06, -0.05], [0.23, -0.01, 0.34], [-0.16, -0.34, -0.32], [-0.23, 0.53, 0.26], [1.65, -1.23, 0.37], [-0.71, 0.94, -0.71], [-0.11, 0.01, 0.49], [-0.06, -0.14, 0.02], [-0.09, 0.19, -0.20], [-0.07, -0.05, 0.18], [-0.09, -0.06, -0.13], [0.04, 0.07, -0.10], [-0.08, 0.01, 0.03], [-0.10, 0.00, 0.17], [0.13, 0.03, 0.02], [-0.07, -0.01, -0.02], [-0.01, 0.05, 0.07], [0.10, 0.01, -0.07], [-0.03, 0.16, -0.08], [0.05, 0.00, -0.07], [0.21, 0.05, 0.09], [-0.22, -0.26, 0.05], [-0.06, -0.34, 0.10], [-0.36, 0.52, -0.15], [0.33, 0.18, 0.16], [-0.40, 0.12, -0.13], [0.60, 0.00, 0.18], [-0.44, -0.10, -0.18], [-0.17, -0.35, 0.00], [-0.02, 0.33, -0.03], [0.35, -0.44, 0.06], [0.57, 0.77, 0.36], [-0.13, 0.05, 0.00], [0.00, 0.12, -0.07], [0.12, -0.02, -0.03], [-0.03, 0.00, -0.04], [-0.03, 0.03, -0.02], [0.13, 0.06, 0.04], [0.05, -0.11, 0.00], [0.05, 0.04, -0.01]]}

---

No. 2
{"formula": "C22H27BCoN8", "method": "ωB97M-V/def2-TZVPD", "multiplicity": 6, "charge": 2, "lumo_ha": [-0.197, -0.356], "orbital_gap_ev": [8.7, 4.3], "elements": ["Co", "C", "C", "N", "N", "C", "B", "N", "C", "C", "C", "N", "N", "C", "C", "C", "N", "N", "C", "C", "C", "N", "H", "H", "H", "H", "H", "H", "H", "H", "H", "H", "H", "H", "C", "C", "C", "C", "C", "C", "C", "C", "C", "C", "H", "H", "H", "H", "H", "H", "H", "H", "H", "H", "H", "H", "H", "H", "H"], "coordinates": [[0.393717, -0.064395, 0.556600], [-2.613607, -2.092917, 2.730756], [-1.373300, -1.474642, 2.712525], [-1.157701, -0.902163, 1.526821], [-2.257314, -1.138093, 0.754231], [-3.129039, -1.862520, 1.472795], [-2.211016, -0.603565, -0.730820], [-1.849692, 0.928764, -0.673237], [-2.613809, 1.960707, -1.030739], [-1.928111, 3.140522, -0.777876], [-0.719536, 2.729505, -0.254387], [-0.666348, 1.389548, -0.187075], [-1.017765, -1.353257, -1.438972], [-1.068291, -2.210880, -2.457989], [0.209182, -2.689922, -2.710319], [1.002858, -2.057863, -1.776204], [0.268596, -1.248465, -0.995870], [-3.464011, -0.754848, -1.519790], [-4.754178, -1.125131, -1.267406], [-5.461275, -1.029187, -2.431446], [-4.529797, -0.554945, -3.372027], [-3.339013, -0.383711, -2.839101], [-3.075321, -2.631368, 3.537847], [-0.632521, -1.417004, 3.490604], [-4.062389, -2.194522, 1.059630], [-3.581547, 1.786918, -1.469122], [-2.270883, 4.142238, -0.961186], [0.111256, 3.326341, 0.078613], [-2.003619, -2.404016, -2.952810], [0.504052, -3.389935, -3.470387], [2.064059, -2.142514, -1.627910], [-5.106184, -1.403838, -0.292303], [-6.506011, -1.240007, -2.571288], [-4.681296, -0.335045, -4.416922], [2.923096, -0.445506, 0.985737], [2.214805, 0.361210, 1.923886], [2.229063, 1.711237, 1.446829], [2.907994, 1.733840, 0.186103], [3.357865, 0.390925, -0.089935], [4.234072, -0.029871, -1.197482], [3.185658, 2.926756, -0.629397], [1.749234, 2.881227, 2.213659], [1.816280, -0.041085, 3.304296], [3.287732, -1.873113, 1.152356], [5.241557, -0.208225, -0.800677], [4.310951, 0.711956, -1.986820], [3.909027, -0.977430, -1.627673], [4.056537, 3.452633, -0.216230], [2.358082, 3.634961, -0.600709], [3.411203, 2.680348, -1.663792], [2.416212, 3.037810, 3.069456], [0.750620, 2.715582, 2.623356], [1.747988, 3.796558, 1.627880], [2.637931, 0.182990, 3.992241], [1.610317, -1.106445, 3.381064], [0.944884, 0.513029, 3.654753], [4.378405, -1.962844, 1.177587], [2.950463, -2.480313, 0.312447], [2.889879, -2.306022, 2.065827]], "atomic_forces_ev_per_a": [[-0.27, -0.05, -0.21], [0.05, 0.00, 0.02], [-0.04, -0.02, -0.02], [0.04, -0.03, 0.16], [0.23, 0.15, -0.15], [-0.10, -0.04, -0.12], [0.14, 0.03, 0.22], [0.14, -0.19, 0.15], [-0.07, 0.00, -0.09], [-0.11, -0.06, -0.05], [0.08, -0.07, 0.05], [-0.07, 0.34, -0.05], [-0.08, 0.11, 0.20], [-0.03, -0.02, -0.05], [-0.10, 0.01, -0.02], [0.03, 0.07, 0.11], [0.01, -0.18, -0.27], [-0.15, -0.02, -0.39], [0.04, -0.02, 0.02], [-0.11, 0.09, 0.17], [0.10, 0.02, -0.12], [0.02, -0.13, 0.23], [-0.01, -0.02, 0.02], [-0.02, -0.01, 0.05], [0.03, -0.01, 0.01], [-0.03, 0.07, 0.01], [0.02, 0.03, -0.01], [0.01, 0.03, 0.00], [0.02, -0.05, -0.03], [0.02, -0.01, -0.02], [0.05, -0.02, -0.01], [0.00, 0.01, -0.01], [-0.02, -0.02, -0.03], [-0.01, 0.01, 0.00], [0.05, -0.25, -0.10], [0.11, 0.07, 0.36], [-0.10, 0.07, -0.05], [0.05, -0.16, -0.02], [-0.03, 0.18, 0.00], [-0.02, -0.04, 0.02], [-0.03, 0.04, 0.02], [0.03, -0.01, 0.01], [-0.03, 0.02, 0.00], [0.05, 0.04, 0.02], [0.02, 0.01, -0.02], [-0.01, 0.02, 0.01], [0.02, -0.02, 0.00], [0.02, 0.00, -0.01], [0.00, 0.01, -0.01], [0.00, -0.01, 0.00], [-0.02, 0.01, 0.02], [0.00, -0.01, 0.01], [0.02, 0.00, -0.01], [0.00, 0.01, 0.01], [0.04, -0.01, -0.01], [0.02, 0.03, -0.01], [0.00, -0.02, 0.01], [-0.01, -0.01, -0.06], [0.00, 0.02, 0.01]]}

---

No. 3
{"formula": "C22H27BrN2O3", "method": "ωB97M-V/def2-TZVPD", "smiles": "C=CCOc1c(Br)cc(CNc2ccc(NC(=O)CCC)cc2)cc1OCC", "lumo_ha": 0.027, "orbital_gap_ev": 8.1, "elements": ["C", "C", "C", "O", "C", "C", "C", "C", "C", "C", "O", "C", "C", "H", "H", "H", "H", "H", "H", "C", "N", "C", "C", "C", "C", "C", "C", "H", "H", "N", "C", "O", "C", "H", "H", "C", "C", "H", "H", "H", "H", "H", "H", "H", "H", "H", "H", "H", "H", "Br", "H", "H", "H", "H", "H"], "coordinates": [[-6.104418, -2.377054, -0.371622], [-5.622859, -1.435068, 0.415287], [-4.643924, -1.680462, 1.523088], [-3.624120, -0.694986, 1.565999], [-2.915541, -0.400498, 0.443163], [-2.521352, 0.927446, 0.308768], [-1.762686, 1.386649, -0.748352], [-1.394070, 0.494611, -1.739573], [-1.767963, -0.837927, -1.630520], [-2.501525, -1.311429, -0.549281], [-2.856840, -2.615601, -0.371005], [-2.406129, -3.607859, -1.271942], [-0.947378, -3.992545, -1.044837], [-0.810896, -4.328521, -0.020109], [-0.673249, -4.798635, -1.719754], [-0.284473, -3.148364, -1.216144], [-2.580260, -3.298730, -2.309623], [-3.049916, -4.466962, -1.061788], [-1.458975, -1.518247, -2.408462], [-0.590280, 0.976463, -2.925785], [0.410147, 1.942484, -2.541228], [1.591300, 1.576074, -1.932494], [1.764472, 0.334522, -1.320030], [2.949495, 0.008662, -0.690975], [3.998955, 0.919188, -0.650860], [3.829558, 2.165928, -1.249131], [2.649037, 2.487772, -1.881954], [2.535865, 3.458135, -2.344995], [4.634247, 2.888381, -1.222061], [5.227224, 0.647149, -0.029176], [5.666246, -0.509935, 0.540600], [5.025470, -1.535356, 0.601800], [7.076550, -0.369274, 1.101368], [7.073398, 0.419544, 1.858994], [7.746752, -0.058527, 0.294830], [7.570064, -1.676663, 1.713739], [8.976394, -1.538352, 2.280421], [9.678866, -1.251333, 1.500196], [9.307710, -2.481100, 2.708271], [9.003336, -0.780380, 3.060887], [6.878294, -1.979882, 2.500851], [7.550985, -2.453813, 0.948183], [5.870318, 1.426970, -0.029619], [3.067070, -0.956105, -0.227784], [0.961238, -0.383838, -1.320462], [0.462339, 2.779217, -3.099068], [-1.270793, 1.460996, -3.632975], [-0.136882, 0.112913, -3.434901], [-1.465718, 2.421311, -0.800545], [-3.078124, 2.130626, 1.661412], [-5.144101, -1.569600, 2.492519], [-4.218874, -2.686154, 1.452648], [-5.914832, -0.399726, 0.293034], [-5.813020, -3.408292, -0.259583], [-6.814733, -2.160238, -1.150922]], "atomic_forces_ev_per_a": [[-0.09, -0.03, -0.06], [0.24, 0.15, 0.17], [-0.40, -0.39, 0.13], [0.39, -0.19, -0.09], [0.02, 0.11, -0.11], [-0.16, -0.04, 0.18], [-0.03, -0.13, -0.06], [-0.16, -0.04, 0.17], [-0.05, -0.04, -0.07], [-0.11, 0.08, 0.18], [0.04, 0.34, 0.25], [0.24, -0.30, -0.19], [-0.34, 0.21, 0.04], [0.03, -0.05, 0.07], [0.06, -0.09, -0.08], [0.09, 0.03, -0.03], [-0.05, -0.02, 0.10], [0.06, 0.11, -0.12], [0.06, -0.13, -0.06], [0.05, -0.01, 0.06], [-0.36, 0.40, -0.43], [0.29, -0.11, 0.23], [-0.16, 0.22, -0.24], [0.25, -0.05, 0.11], [-0.34, -0.10, -0.10], [-0.02, -0.16, 0.02], [-0.04, -0.06, 0.03], [0.00, 0.11, -0.04], [0.08, 0.08, -0.01], [0.16, 0.36, -0.04], [0.44, 0.40, 0.04], [-0.16, -0.23, 0.01], [-0.07, -0.52, 0.14], [0.03, 0.07, -0.05], [0.01, 0.09, 0.01], [0.07, 0.21, -0.03], [-0.21, -0.06, -0.07], [0.13, 0.04, -0.04], [0.10, -0.05, 0.06], [0.07, 0.08, 0.09], [-0.03, -0.07, -0.07], [-0.08, -0.03, 0.06], [-0.03, -0.24, 0.08], [0.00, -0.03, 0.02], [-0.08, -0.09, 0.01], [-0.01, -0.15, 0.00], [0.14, -0.04, 0.00], [-0.06, 0.05, 0.01], [0.05, 0.09, 0.02], [0.09, 0.14, -0.10], [0.08, -0.04, -0.14], [-0.12, 0.15, 0.06], [-0.11, 0.12, -0.05], [0.15, -0.22, 0.03], [-0.17, 0.08, -0.11]]}

---

Energy relative to the best compared isomer or geometry (same formula, charge and spin) (computed, eV): 1.213 0.270 0.702